# 1
{"formula": "C16H17AsBrIO2OsS2", "method": "ωB97M-V/def2-TZVPD", "elements": ["Os", "O", "C", "O", "C", "C", "C", "C", "C", "C", "S", "H", "H", "H", "H", "Br", "C", "C", "C", "C", "C", "C", "I", "H", "H", "H", "H", "C", "As", "C", "C", "S", "H", "H", "H", "H", "H", "H", "H", "H", "H"], "coordinates": [[0.13464, -0.74371, -0.49649], [3.90474, -0.60551, -0.63029], [2.93854, -0.58691, 0.08881], [1.86794, 0.12869, -0.21649], [2.93894, -1.24311, 1.43691], [4.18234, -1.68021, 1.87751], [4.35314, -2.14321, 3.17331], [3.27704, -2.14281, 4.05451], [2.02554, -1.75331, 3.62571], [1.82754, -1.33611, 2.30051], [0.18384, -1.00941, 1.85311], [5.01134, -1.62411, 1.18741], [5.32554, -2.47861, 3.49581], [3.41144, -2.45541, 5.07691], [1.17944, -1.76891, 4.29501], [-2.59876, 0.52459, 0.06931], [-3.90856, -0.76541, -0.46509], [-5.24076, -0.38751, -0.39559], [-6.23206, -1.29001, -0.74379], [-5.89746, -2.57651, -1.13079], [-4.56786, -2.95801, -1.20619], [-3.57436, -2.04321, -0.89089], [-1.52736, -2.68761, -1.16639], [-5.49456, 0.60979, -0.07089], [-7.26416, -0.98121, -0.70859], [-6.66336, -3.29281, -1.37989], [-4.30136, -3.95771, -1.51209], [2.82744, 2.55229, -2.11799], [0.94044, 2.46499, -1.62099], [0.55474, 2.82249, 0.26741], [0.00214, 3.87249, -2.57159], [-0.01416, 0.66779, -2.41629], [3.20604, 3.53319, -1.82069], [2.89944, 2.44039, -3.20379], [3.41234, 1.76799, -1.63339], [1.27054, 3.56099, 0.63331], [0.62884, 1.92219, 0.88041], [-0.45486, 3.23609, 0.32641], [0.23374, 4.84559, -2.13619], [-1.07016, 3.68379, -2.47829], [0.27194, 3.87799, -3.62959]], "charge": 2, "multiplicity": 1, "largest_force_ev_per_a": 3.99, "lumo_ev": [-9.4, -9.4], "homo_energy_ev": [-14.542, -14.516], "de_lowest_ev": 1.001, "orbital_gap_ev": [5.13, 5.09]}

***

# 2
{"formula": "C4H11NS", "method": "ωB97M-V/def2-TZVPD", "elements": ["C", "C", "N", "H", "H", "H", "H", "H", "H", "C", "C", "S", "H", "H", "H", "H", "H"], "coordinates": [[-0.79500, 1.72832, -1.99099], [1.24863, 1.71616, -0.86491], [0.26189, 1.01808, -1.31510], [-1.62452, 1.96115, -1.32117], [-1.16341, 1.11581, -2.81109], [-0.39370, 2.65045, -2.43239], [1.28780, 2.73948, -1.23991], [1.94709, 1.37162, -0.05800], [-0.54790, 0.34152, 0.46910], [-0.15962, -2.50129, 1.00398], [0.17105, -1.33846, 1.92108], [-0.94558, 0.11768, 1.63943], [0.12712, -2.19377, -0.03538], [-1.20939, -2.86742, 0.99964], [0.49803, -3.39671, 1.24190], [1.16980, -0.90344, 1.78181], [0.12770, -1.55919, 3.01200]], "multiplicity": 1, "largest_force_ev_per_a": 3.30, "lumo_ev": 0.9, "smiles": "C=NC.CCS", "homo_energy_ev": -8.677, "de_lowest_ev": 1.601, "orbital_gap_ev": 9.53}

***

The records above give, respectively, energy values of -184064.5005, -16650.1923 eV.